Entry 1:
C5H8O as an isolated structure. Source: the Open Molecules 2025 dataset; level of theory: ωB97M-V with the def2-TZVPD basis set.

```
! RIJCOSX wB97M-V def2-TZVPD def2/J DEFGRID3
* xyz 0 1
C -0.471 -1.642 0.010
C -0.500 -0.205 -0.482
C -0.911 0.919 0.483
O -0.046 1.930 -0.048
C 0.842 0.452 -0.609
C 2.030 0.757 -0.266
H 0.117 -1.722 0.930
H -0.031 -2.310 -0.737
H -1.486 -1.996 0.217
H -1.070 -0.109 -1.413
H -1.957 1.225 0.408
H -0.672 0.669 1.527
H 1.173 1.780 0.207
H 2.982 0.252 -0.226
*
```

Calculated values
HOMO (Ha): -0.3320
ΔE to the lowest compared entry with this formula, charge and spin (kcal/mol): 122.7
Electronic energy (eV): -7356.933

---

Entry 2:
The molecule C5H8O. Source: the Open Molecules 2025 dataset; level of theory: ωB97M-V with the def2-TZVPD basis set.

```
! RIJCOSX wB97M-V def2-TZVPD def2/J DEFGRID3
* xyz 0 1
C -0.800 0.622 -1.399
C 0.269 -0.267 -0.888
C 1.186 0.302 0.126
C 0.356 -0.221 1.366
O -0.987 0.152 1.443
C -0.661 -1.175 0.926
H -1.429 0.772 -0.510
H -1.374 0.154 -2.196
H -0.469 1.623 -1.714
H 0.574 -1.147 -1.428
H 1.253 1.399 0.173
H 2.185 -0.159 0.155
H 0.934 -0.137 2.266
H -1.039 -1.919 1.680
*
```

Calculated values
HOMO (alpha / beta) (Ha): -0.3072 / -0.3072
ΔE to the lowest compared entry with this formula, charge and spin (kcal/mol): 111.4
Electronic energy (eV): -7357.424

---

Entry 3:
The molecule C5H8O. Source: the Open Molecules 2025 dataset; level of theory: ωB97M-V with the def2-TZVPD basis set.

```
! RIJCOSX wB97M-V def2-TZVPD def2/J DEFGRID3
* xyz 0 1
C 1.902 0.665 0.812
C 1.593 -0.207 -0.310
C 0.854 -0.913 -0.954
C -0.547 -1.367 -0.815
O -1.140 -0.703 0.294
C -1.574 0.619 0.020
H 2.667 0.279 1.487
H 2.104 1.705 0.540
H 0.923 0.599 1.322
H -0.569 -2.425 -0.562
H -1.123 -1.196 -1.728
H -2.665 0.634 -0.146
H -1.357 1.252 0.896
H -1.068 1.061 -0.858
*
```

Calculated values
HOMO (Ha): -0.3471
SMILES: CC#CCOC
ΔE to the lowest compared entry with this formula, charge and spin (kcal/mol): 80.2
Electronic energy (eV): -7358.779